{
  "formula": "C19H18N2O3S2",
  "method": "ωB97M-V/def2-TZVPD",
  "e_homo_ha": -0.288,
  "charge": 0,
  "orbital_gap_ev": 8.5,
  "relative_energy_kcal_mol": 51.1,
  "smiles": "COc1ccc(OC)c(-c2csc(NC(=O)CSc3ccccc3)n2)c1",
  "multiplicity": 1,
  "lumo_ev": 0.616,
  "max_force_ha_per_bohr": 0.0247,
  "symbols": ["S", "S", "O", "O", "O", "N", "N", "C", "C", "C", "C", "C", "C", "C", "C", "C", "C", "C", "C", "C", "C", "C", "C", "C", "C", "C", "H", "H", "H", "H", "H", "H", "H", "H", "H", "H", "H", "H", "H", "H", "H", "H", "H", "H"],
  "xyz": [[2.286, -0.865, 0.355], [0.221, 3.412, 0.375], [3.651, 1.066, -2.251], [-6.128, 0.906, 0.230], [-1.083, -1.323, -0.108], [-0.232, 1.096, -0.653], [1.921, 1.950, -1.145], [-4.928, 0.261, 0.139], [-3.486, -1.655, -0.027], [4.380, 0.302, 1.651], [-0.873, -2.713, -0.066], [0.680, 1.989, -0.570], [-1.367, 1.440, 0.018], [-2.521, 0.547, 0.030], [-1.307, 2.660, 0.630], [6.297, -0.570, -0.146], [-2.355, -0.852, -0.044], [6.669, 0.200, 0.943], [2.604, 0.878, -1.676], [4.972, -0.914, -0.340], [2.027, -0.482, -1.419], [-3.799, 1.076, 0.120], [-7.301, 0.131, 0.243], [5.709, 0.628, 1.845], [-4.760, -1.114, 0.062], [4.012, -0.464, 0.554], [5.994, 1.227, 2.698], [3.620, 0.637, 2.341], [4.692, -1.521, -1.186], [7.042, -0.909, -0.850], [-1.276, -3.209, -0.956], [-7.329, -0.545, 1.104], [0.947, -0.503, -1.543], [-8.123, 0.841, 0.317], [-7.410, -0.451, -0.679], [2.525, -1.227, -2.037], [-3.944, 2.143, 0.159], [2.417, 2.831, -1.207], [0.208, -2.842, -0.036], [7.705, 0.466, 1.089], [-2.049, 3.148, 1.226], [-1.311, -3.161, 0.831], [-5.604, -1.784, 0.067], [-3.394, -2.728, -0.087]],
  "forces_ev_per_angstrom": [[0.0, 0.0, 0.0], [0.0, -0.7, -0.3], [0.0, 0.0, -0.1], [0.3, 0.1, 0.0], [0.0, 0.1, 0.1], [0.4, -0.2, -0.6], [0.4, 0.6, -0.1], [0.1, -0.1, 0.0], [0.4, -0.1, 0.0], [-0.1, 0.0, -0.1], [0.0, -0.2, 0.0], [-0.6, 0.9, 0.7], [0.1, 0.9, 0.6], [-0.2, -0.3, 0.0], [0.1, -0.2, -0.1], [0.0, -0.1, -0.1], [-0.3, 0.1, 0.0], [0.1, 0.0, 0.0], [0.0, -0.1, -0.2], [0.1, 0.0, 0.1], [0.3, -0.4, 0.3], [-0.1, -0.2, 0.0], [-0.1, -0.1, 0.0], [0.1, 0.0, 0.1], [-0.3, 0.3, 0.0], [-0.4, -0.2, -0.1], [0.0, 0.0, 0.1], [-0.1, 0.1, 0.1], [0.0, 0.0, -0.1], [0.1, 0.0, -0.1], [0.0, 0.0, 0.0], [0.0, 0.0, 0.0], [0.1, -0.1, 0.0], [0.0, -0.1, 0.0], [0.0, 0.0, 0.0], [0.0, 0.2, -0.1], [0.0, 0.2, 0.0], [0.0, -0.3, -0.1], [-0.1, -0.1, 0.0], [0.1, 0.0, 0.0], [-0.2, 0.1, 0.1], [0.0, 0.0, 0.0], [-0.1, 0.0, 0.0], [0.1, -0.1, 0.0]]
}